Record 1
# C43H35AsGeN5NiO4

C43H35AsGeN5NiO4 as an isolated structure (ωB97M-V/def2-TZVPD, the OMol25 dataset).

## Properties
LUMO (alpha / beta)	2.32 / 2.31	eV
highest occupied orbital energy (alpha / beta)	-5.04 / -5.04	eV
E	-8055.27824	a.u.
net charge	-1
frontier orbital gap (alpha / beta)	0.270 / 0.270	Ha
ΔE to the lowest compared entry with this formula, charge and spin	0.0	kcal/mol

The geometry in XYZ format:
```
90
Properties=species:S:1:pos:R:3:forces:R:3:mulliken_charge:R:1
As -1.3934 -1.3205 -2.4236 0.148 0.390 -0.439 0.80
Ge 0.8837 -0.1290 2.3425 0.884 -0.199 -0.044 2.12
Ni 0.2670 -0.7682 0.1358 -0.745 0.565 1.037 0.37
O 4.1200 -2.1063 -0.9241 -0.256 0.089 0.055 -0.79
O -1.5051 0.0304 0.7223 0.329 0.217 -0.347 0.13
O -3.4380 -2.3315 -0.1010 -0.059 0.145 -0.161 -0.60
O -1.3366 -2.7632 0.5456 -0.478 -0.397 -0.075 -0.42
N -1.8804 -2.7504 3.1075 0.021 0.109 -0.272 -0.65
N -3.1922 1.5125 0.9343 -0.075 -0.069 0.120 -0.30
N 0.3198 0.7444 -1.3531 0.263 -0.293 -0.419 -0.07
N 2.9495 -1.8555 -0.6118 0.372 -0.431 -0.200 0.86
N -3.7473 2.9637 -2.2788 0.005 -0.095 0.082 -0.81
C 1.7481 2.7568 2.6726 0.063 -0.080 -0.089 -0.21
C -3.0342 -2.5268 2.2414 0.164 0.005 0.113 -0.37
C -2.1669 1.2421 -1.2084 -0.041 -0.314 0.121 -1.59
C 1.2613 -1.9383 -6.2766 -0.040 0.030 0.028 -0.73
C 2.2755 -1.0988 3.3942 -0.042 -0.205 -0.092 0.76
C 4.0592 -2.7429 3.5252 -0.053 0.060 0.016 -0.79
C -2.2014 -0.9056 -5.0864 0.068 0.039 -0.030 0.59
C 2.5016 2.5254 -2.7140 -0.016 0.058 -0.147 -0.59
C 1.9364 1.9057 -3.9015 0.130 0.031 0.109 -0.62
C 0.4282 2.2098 -1.4497 -0.002 0.090 -0.298 0.12
C -1.0573 0.6061 -1.9458 0.066 0.157 -0.540 2.02
C -3.0360 2.1789 -1.8079 0.180 0.004 0.122 -0.52
C 1.7808 2.7548 -1.6037 -0.025 -0.157 0.102 -1.22
C 4.4078 -2.2848 4.7877 -0.034 0.028 -0.019 -0.44
C 3.6958 -1.2358 5.3601 -0.051 0.029 -0.062 -0.75
C -0.0271 1.3817 -2.6466 -0.189 0.305 0.215 0.14
C -1.3008 1.4225 3.5896 0.062 0.006 0.059 -1.17
C 1.8346 -1.6950 -0.3282 -0.191 0.699 0.448 -0.47
C 3.7405 3.6632 1.6615 -0.029 -0.032 0.013 -0.55
C -2.3092 1.6939 4.5068 0.036 -0.039 0.014 -0.82
C 2.6467 -0.6462 4.6653 0.062 -0.098 -0.087 -0.34
C 2.9979 -2.1568 2.8388 -0.049 -0.007 0.140 -0.23
C 1.1591 -1.9345 -3.8707 -0.066 0.029 0.033 -0.47
C -4.8101 -0.0429 -4.6196 0.043 -0.021 0.012 -0.69
C 1.8787 -2.1271 -5.0442 -0.063 0.033 -0.023 -0.79
C -2.2699 0.8900 0.1362 0.142 -0.057 0.077 0.97
C -4.0111 -0.4314 -3.5515 0.042 -0.048 -0.017 -0.14
C -0.1686 -1.5295 -3.9338 0.091 -0.224 0.044 -0.16
C 3.9779 2.4360 1.0520 -0.033 -0.017 0.067 -0.72
C 1.9696 1.5192 2.0664 -0.103 0.135 -0.198 -0.03
C -2.6348 -2.5047 0.7725 0.219 -0.245 0.183 0.52
C -0.6371 -0.4840 4.8681 0.102 0.233 0.153 -0.65
C 2.6195 3.8239 2.4647 -0.011 -0.062 -0.012 -0.67
C -0.4367 0.3341 3.7533 -0.315 -0.101 -0.240 0.53
C -4.3060 -0.0850 -5.9142 0.026 -0.050 -0.015 -0.70
C -0.7934 -1.3471 -5.1737 -0.067 -0.005 0.024 0.33
C -2.4960 0.8598 5.6044 0.041 -0.032 -0.060 -0.69
C -1.6550 -0.2301 5.7833 0.006 0.049 -0.041 -0.73
C -3.0112 -0.5260 -6.1526 -0.015 -0.042 -0.006 -0.73
C -0.0738 -1.5588 -6.3451 0.019 0.041 -0.011 -0.39
C 3.0911 1.3844 1.2391 -0.037 0.036 0.081 -0.25
C -2.7050 -0.8359 -3.7843 -0.167 -0.061 0.126 -0.32
C 0.6994 1.3891 -3.9010 -0.115 -0.019 0.167 -0.96
H 3.2739 0.4383 0.7376 0.034 0.046 0.021 0.20
H -2.1427 -3.1367 4.0022 -0.032 -0.044 0.008 0.34
H -0.2855 2.7874 -0.8725 -0.099 -0.059 0.011 0.38
H -2.6342 -0.5667 -7.1681 -0.001 0.025 0.011 0.36
H -3.7444 -3.3464 2.3426 -0.032 -0.035 0.046 0.49
H 2.1736 3.3755 -0.8078 0.006 -0.034 -0.006 0.50
H 3.9656 -0.8698 6.3446 0.003 -0.001 -0.015 0.38
H -1.4133 -1.8675 3.2899 -0.117 -0.096 0.018 -0.04
H 1.6328 -2.0832 -2.9079 0.032 -0.006 -0.026 0.31
H 0.8933 2.8928 3.3255 0.023 0.033 0.005 0.32
H 4.4246 4.4900 1.5108 -0.001 -0.006 -0.002 0.34
H 2.5061 1.9356 -4.8222 0.012 0.012 0.021 0.43
H -2.9547 2.5539 4.3659 0.011 -0.017 -0.028 0.42
H 2.1129 0.1857 5.1143 0.034 0.000 0.011 0.36
H 2.4259 4.7796 2.9379 -0.003 -0.004 0.014 0.39
H 0.2054 1.0648 -4.8052 0.048 -0.073 0.004 0.56
H -5.8210 0.3013 -4.4421 0.013 0.002 0.005 0.39
H 2.9172 -2.4309 -4.9965 -0.013 0.024 0.017 0.48
H 1.8216 -2.0904 -7.1920 -0.010 -0.019 0.025 0.38
H -0.9481 -2.9864 1.4157 0.067 0.049 0.068 0.32
H 4.6171 -3.5518 3.0678 -0.024 0.018 -0.004 0.42
H -1.1850 2.0677 2.7249 -0.048 -0.036 0.026 0.57
H -3.9726 1.9772 0.5036 -0.006 0.011 -0.019 0.26
H 4.8518 2.2999 0.4251 -0.033 -0.007 -0.013 0.41
H 0.0254 -1.3275 5.0355 -0.030 -0.022 -0.020 0.49
H -3.3081 1.1417 1.8618 -0.044 -0.064 -0.043 0.22
H -4.9259 0.2250 -6.7472 0.000 -0.006 0.026 0.37
H -3.2932 1.0582 6.3107 0.022 0.006 0.008 0.39
H -3.5705 -1.5981 2.4472 -0.044 0.049 -0.056 0.17
H 3.5040 2.9337 -2.7823 -0.025 -0.025 -0.010 0.44
H 5.2365 -2.7347 5.3224 -0.021 -0.001 -0.006 0.36
H -1.7933 -0.8869 6.6345 0.020 0.010 0.007 0.42
H -0.5511 -1.4299 -7.3104 0.033 0.007 0.021 0.37
H -4.3923 -0.4166 -2.5380 -0.034 0.054 -0.005 0.51
H 2.7335 -2.5202 1.8523 0.041 -0.008 0.061 0.19
```
Positions in Å, forces in eV/Å.

---

Record 2
# C43H35IrN4OP2S2

C43H35IrN4OP2S2 as an isolated structure (ωB97M-V/def2-TZVPD, the OMol25 dataset).

## Properties
2S+1	6
LUMO (alpha / beta)	-8.80 / -9.79	eV
highest occupied orbital energy (alpha / beta)	-15.16 / -15.66	eV
E	-3536.05538	a.u.
net charge	+3
frontier orbital gap (alpha / beta)	0.234 / 0.216	Ha
ΔE to the lowest compared entry with this formula, charge and spin	0.0	kcal/mol

The geometry in XYZ format:
```
88
Properties=species:S:1:pos:R:3:forces:R:3:lowdin_spin:R:1
Ir -1.1038 0.5286 -0.5829 0.236 0.274 -0.281 1.94
S 0.6016 2.0477 -1.2937 -0.130 0.016 0.046 0.09
S -0.0251 -1.1775 -1.9398 -0.385 0.242 -0.101 0.14
P 2.4522 1.3055 -2.4915 -0.223 -0.201 -0.158 0.00
P -0.3251 -1.3989 1.1050 -0.026 -0.102 0.054 0.30
O -0.4094 -1.0044 -3.3488 0.170 -0.146 0.217 0.07
N 1.7374 4.0377 0.1642 -0.017 -0.015 -0.021 0.05
N -0.2410 1.3707 1.2535 -0.076 0.144 0.519 0.30
N 0.4692 2.5334 1.3695 -0.004 -0.252 -0.384 0.01
N -3.0727 -0.2140 -0.1663 0.084 -0.133 0.172 0.40
C -4.2736 -2.1444 -0.0154 0.075 0.028 -0.134 0.37
C -3.9022 -1.6406 2.6418 -0.029 0.025 0.009 0.05
C 2.7940 -3.4438 2.6773 -0.017 0.013 0.020 0.00
C 2.1670 -2.7957 -1.7308 -0.027 0.051 -0.024 0.01
C 5.0993 2.7790 0.2586 0.015 0.043 -0.039 0.00
C 4.0173 -0.7660 -1.9290 0.019 -0.055 0.048 0.00
C 0.9738 2.9534 0.2635 -0.021 0.117 0.267 0.05
C -0.9390 3.8311 -4.5272 0.023 -0.011 -0.022 0.00
C 2.6609 -0.4211 -1.9100 0.146 0.054 0.052 0.00
C 4.1522 1.9594 -0.3190 0.008 -0.018 -0.027 0.00
C 1.7779 -2.2384 4.4993 -0.018 -0.004 -0.031 0.00
C -0.9089 -2.7880 0.1170 -0.004 -0.061 -0.112 0.04
C 4.2229 3.3150 -2.3353 0.032 0.062 0.049 0.00
C 3.7096 2.2240 -1.6242 0.029 0.076 0.077 0.00
C -1.3615 5.3048 -2.6653 0.004 -0.014 -0.002 0.00
C 3.5205 -3.1045 -1.7587 -0.009 0.006 -0.012 0.00
C -4.6625 1.0899 1.3665 0.029 -0.092 0.076 0.02
C -0.1497 3.2817 -2.3503 0.094 -0.027 -0.070 0.03
C -4.9057 -1.1028 3.6473 0.056 -0.031 -0.008 0.01
C -2.9194 -0.4653 2.3755 0.107 0.004 -0.016 0.07
C 0.8698 -2.0512 2.2785 0.030 -0.023 -0.083 0.06
C -1.4796 -0.4229 2.0666 -0.107 0.041 0.227 0.43
C -3.8085 -0.1140 1.1123 0.002 0.159 -0.286 0.08
C -1.8506 -4.9724 -0.2494 -0.014 -0.014 -0.034 0.01
C 5.1762 4.1357 -1.7439 -0.039 -0.023 -0.043 0.00
C -0.7023 4.4366 -1.8083 -0.049 0.038 -0.002 0.01
C -1.4743 5.0061 -4.0172 -0.011 0.010 0.009 0.01
C 4.4450 -2.0864 -1.8608 0.015 0.001 0.005 0.00
C 1.7309 -1.4780 -1.8105 0.152 -0.063 -0.139 0.03
C 2.7522 -3.1050 4.0257 0.024 -0.016 0.000 0.03
C 1.8609 -2.9172 1.8034 0.018 0.004 0.065 0.03
C 5.6080 3.8663 -0.4548 0.027 -0.007 0.059 0.00
C -1.4409 -3.9695 0.6226 0.000 0.049 -0.002 0.01
C -5.5257 0.0798 3.5344 -0.009 0.150 -0.130 0.01
C 0.8378 -1.7060 3.6294 0.037 0.042 0.091 0.04
C -4.5831 -1.4454 1.2356 -0.122 0.010 0.087 0.06
C -0.8769 0.8788 2.2762 0.062 -0.045 -0.213 0.03
C -3.4743 -1.3179 -0.7939 -0.049 -0.064 0.068 0.09
C -0.7353 -2.6744 -1.2687 0.000 -0.123 -0.069 0.01
C -1.7202 -4.8134 -1.6239 0.009 -0.007 0.007 0.00
C -1.1444 -3.6604 -2.1502 -0.013 -0.008 0.109 0.00
C -0.2663 2.9483 -3.6964 -0.055 0.091 0.012 0.02
C -5.4174 1.1167 2.4716 -0.030 -0.095 0.114 0.01
H 3.7637 1.1101 0.2316 -0.012 -0.002 -0.006 0.00
H -3.1255 -1.5376 -1.7938 0.005 0.003 -0.019 0.00
H -3.5104 -2.6215 2.8962 -0.010 -0.009 -0.002 0.00
H -6.2211 0.3347 4.3239 -0.003 0.004 0.001 0.00
H 0.0756 -1.0452 4.0219 -0.016 -0.005 -0.024 0.01
H -2.0505 -5.5971 -2.2924 -0.003 -0.010 0.000 0.00
H 3.8948 3.5137 -3.3494 -0.011 -0.012 -0.005 0.00
H -1.5363 -4.1085 1.6926 -0.005 0.007 0.011 0.00
H 1.8949 -3.1926 0.7590 -0.022 -0.007 -0.029 0.00
H 5.5899 4.9690 -2.2950 -0.003 0.005 -0.005 0.00
H -6.0417 1.9876 2.6257 -0.005 -0.007 0.017 0.00
H -1.7893 6.2160 -2.2711 -0.005 0.006 0.004 0.00
H -1.0430 3.5963 -5.5775 0.004 -0.003 -0.004 0.00
H 5.5038 -2.3044 -1.8968 0.001 0.002 0.006 0.00
H 2.0605 4.3897 -0.7221 0.046 -0.016 0.005 0.00
H -4.6843 1.9015 0.6510 0.010 -0.004 -0.025 0.00
H 6.3567 4.5003 0.0019 0.004 -0.001 0.000 0.00
H -2.2764 -5.8849 0.1465 0.002 -0.002 0.004 0.00
H 3.8376 -4.1375 -1.7151 -0.004 -0.006 -0.003 0.00
H 0.1341 2.0266 -4.0959 0.027 -0.035 0.009 0.00
H -0.9823 1.4436 3.2002 0.026 -0.008 0.029 0.00
H 1.4551 -3.6059 -1.6624 -0.036 0.025 0.000 0.00
H -0.6373 4.6697 -0.7535 0.004 -0.020 -0.038 0.00
H -5.1302 -1.7273 4.5026 -0.012 -0.001 0.006 0.00
H 4.7729 0.0003 -2.0276 -0.011 0.031 0.009 0.00
H 1.9658 4.5487 1.0053 0.005 0.009 -0.001 0.00
H -3.0719 0.3063 3.1309 0.008 -0.021 0.012 0.01
H -1.0198 -3.5291 -3.2180 0.009 0.017 -0.014 0.00
H 3.4771 -3.5256 4.7094 0.009 0.008 0.002 0.00
H 5.4536 2.5799 1.2610 0.000 -0.011 0.004 0.00
H -4.6916 -3.0836 -0.3452 -0.010 -0.020 0.028 0.02
H 3.5529 -4.1232 2.3134 -0.004 -0.010 -0.001 0.00
H 1.7427 -1.9848 5.5498 -0.012 0.004 0.006 0.00
H -5.6666 -1.3660 1.3406 0.007 -0.020 0.007 0.02
H -1.9908 5.6901 -4.6764 -0.002 0.010 -0.002 0.00
```
Positions in Å, forces in eV/Å.

---

Among the records above, which one has the lowest net charge?
C43H35AsGeN5NiO4